{
  "formula": "C30H30F4N2OPPt",
  "method": "ωB97M-V with the def2-TZVPD basis set",
  "species": ["Pt", "C", "C", "N", "C", "C", "C", "C", "N", "C", "C", "F", "C", "F", "C", "C", "F", "C", "F", "H", "H", "H", "H", "H", "H", "H", "H", "H", "H", "H", "H", "H", "H", "H", "O", "P", "C", "C", "C", "C", "C", "C", "C", "C", "C", "C", "C", "C", "C", "C", "C", "C", "C", "C", "H", "H", "H", "H", "H", "H", "H", "H", "H", "H", "H", "H", "H", "H", "H"],
  "coordinates": [[-0.721, -1.329, -0.219], [-1.090, -4.843, -0.383], [-2.403, -4.115, -0.634], [-2.524, -2.746, -0.092], [-3.594, -2.010, -0.807], [-3.159, -0.582, -1.134], [-2.720, -2.668, 1.374], [-1.458, -3.030, 2.181], [-0.302, -2.534, 1.509], [0.965, -2.793, 1.853], [2.001, -2.541, 0.908], [1.614, -2.209, -0.349], [3.341, -2.667, 1.212], [4.241, -2.319, 0.311], [3.732, -3.130, 2.467], [2.756, -3.459, 3.401], [3.115, -3.900, 4.586], [1.402, -3.290, 3.118], [0.486, -3.543, 4.046], [-1.020, -5.652, -1.109], [-1.028, -5.295, 0.604], [-0.239, -4.178, -0.547], [-3.236, -4.720, -0.249], [-2.519, -4.039, -1.717], [-4.517, -1.996, -0.222], [-3.815, -2.524, -1.743], [-3.123, 0.055, -0.246], [-3.880, -0.127, -1.814], [-2.190, -0.576, -1.686], [-3.552, -3.315, 1.684], [-2.994, -1.629, 1.603], [-1.366, -4.116, 2.325], [-1.559, -2.615, 3.198], [4.777, -3.246, 2.710], [0.731, 0.234, -0.833], [0.696, 1.731, -0.792], [0.732, 2.397, -2.484], [0.900, 3.762, -2.698], [0.768, 4.263, -3.982], [0.548, 3.381, -5.034], [0.345, 2.025, -4.807], [0.481, 1.512, -3.527], [-0.774, 2.309, 0.080], [-1.097, 1.648, 1.268], [-2.151, 2.110, 2.038], [-2.899, 3.198, 1.601], [-2.608, 3.810, 0.389], [-1.530, 3.384, -0.367], [2.187, 2.397, 0.043], [2.104, 3.539, 0.830], [3.250, 3.962, 1.491], [4.452, 3.294, 1.298], [4.520, 2.145, 0.523], [3.380, 1.707, -0.136], [1.141, 4.420, -1.875], [0.871, 5.322, -4.164], [0.589, 3.759, -6.048], [0.072, 1.361, -5.619], [0.356, 0.456, -3.329], [-0.476, 0.820, 1.613], [-2.375, 1.650, 2.987], [-3.707, 3.569, 2.209], [-3.221, 4.621, 0.033], [-1.290, 3.860, -1.307], [1.173, 4.070, 0.972], [3.183, 4.808, 2.160], [5.365, 3.712, 1.710], [5.445, 1.605, 0.388], [3.417, 0.836, -0.775]],
  "atomic_forces_ev_per_a": [[-2.3, -0.8, 0.1], [-0.1, 0.1, 0.1], [0.5, -0.8, -0.5], [2.0, 1.5, 0.4], [-0.5, 0.8, -0.6], [-0.2, -0.2, 0.7], [0.0, 0.2, 0.5], [-1.4, -0.2, 0.2], [3.2, 0.8, -1.0], [-2.5, 0.4, -0.4], [0.6, 0.9, -2.6], [1.6, -0.9, 1.9], [0.0, 0.6, -1.1], [-0.5, -0.4, 0.5], [-0.3, 0.0, -0.1], [-0.8, -0.2, 0.9], [-0.2, 0.2, -0.5], [0.0, -0.9, 2.0], [0.9, 0.2, -0.8], [0.1, 0.0, 0.1], [0.1, 0.0, 0.1], [0.0, -0.1, -0.1], [-0.1, 0.3, -0.1], [-0.1, 0.1, 0.2], [0.1, -0.1, 0.1], [0.1, -0.1, 0.2], [0.1, 0.0, -0.1], [0.2, 0.0, -0.2], [0.2, 0.2, -0.3], [0.1, 0.1, -0.1], [0.0, -0.3, 0.0], [0.2, 0.2, 0.0], [0.2, 0.0, -0.2], [0.3, 0.0, 0.1], [-1.1, -4.4, 0.8], [0.9, 4.0, -0.4], [-0.2, -0.8, 1.0], [-0.1, 0.0, 0.0], [0.3, -0.2, 0.1], [0.0, 0.1, -0.2], [0.1, -0.2, -0.1], [-0.5, 0.4, -0.1], [0.5, -0.4, -0.2], [0.1, 0.1, 0.0], [0.0, 0.0, 0.0], [0.1, -0.1, -0.1], [-0.1, 0.0, 0.1], [0.0, -0.2, -0.1], [-1.4, -0.6, -0.4], [0.3, -0.3, 0.4], [-0.1, 0.1, -0.1], [0.3, 0.3, 0.1], [-0.2, 0.0, -0.4], [0.1, -0.1, 0.4], [0.0, 0.1, 0.1], [0.1, 0.0, -0.1], [-0.3, 0.0, 0.0], [0.3, 0.1, -0.1], [0.0, 0.0, -0.1], [-0.1, 0.2, 0.1], [-0.1, -0.1, 0.1], [-0.2, 0.0, 0.1], [-0.1, 0.2, 0.0], [0.0, 0.1, 0.0], [-0.1, 0.0, 0.0], [0.2, 0.1, -0.1], [-0.1, -0.2, 0.2], [0.1, 0.1, 0.0], [0.0, -0.1, -0.1]],
  "e_homo_ev": [-16.08, -16.08],
  "max_force_ev_per_a": 4.6,
  "total_charge": 3
}